36
Properties=species:S:1:pos:R:3:nbo_charge:R:1 method="wB97M-V/def2-TZVPD" lumo_energy_ev=0.46 smiles=CO.CO.CO.CO.CO.CO gap_ha=0.3701 total_charge=0 de_lowest_kcal_mol=90.9
C 15.8420 -20.9782 48.5894 -0.258
O 16.9904 -20.1272 48.7464 -0.742
H 15.6247 -21.5668 49.4807 0.174
H 14.9897 -20.3203 48.4197 0.194
H 15.9398 -21.7273 47.8037 0.176
H 17.5543 -20.6253 49.3426 0.483
C 18.5533 -17.8385 47.0412 -0.251
O 17.7041 -17.6497 48.1765 -0.768
H 17.9533 -18.1750 46.1956 0.169
H 19.0967 -16.9069 46.8835 0.175
H 19.3544 -18.5307 47.3003 0.160
H 17.2868 -18.5068 48.2898 0.499
C 21.7462 -14.2246 47.1042 -0.255
O 21.6597 -13.0855 46.2393 -0.740
H 22.7442 -14.1864 47.5408 0.174
H 21.0526 -14.0909 47.9344 0.164
H 21.4448 -15.1847 46.6852 0.193
H 22.0938 -12.3676 46.7061 0.477
C 17.1284 -14.3274 50.0799 -0.251
O 16.4714 -15.5760 49.7468 -0.746
H 16.4190 -13.5106 50.2132 0.176
H 17.6186 -14.4654 51.0436 0.159
H 17.8863 -14.1024 49.3295 0.159
H 17.0802 -16.0463 49.1726 0.493
C 18.2489 -13.5649 45.7961 -0.235
O 19.0084 -12.7155 45.0367 -0.733
H 18.3631 -13.3889 46.8657 0.147
H 17.2080 -13.3801 45.5305 0.179
H 18.5274 -14.5902 45.5524 0.146
H 19.9105 -12.8225 45.3471 0.485
C 17.7806 -20.8120 45.0408 -0.254
O 16.7681 -21.2652 44.1204 -0.717
H 18.2078 -21.6363 45.6118 0.180
H 18.5527 -20.2649 44.4998 0.167
H 17.3239 -20.1629 45.7879 0.163
H 16.7346 -20.5408 43.4913 0.462

=====

60
Properties=species:S:1:pos:R:3:nbo_charge:R:1 method="wB97M-V/def2-TZVPD" lumo_energy_ev=-6.14 gap_ha=0.2644 total_charge=+2 de_lowest_kcal_mol=25.6
In -0.9441 0.2681 0.1674 1.462
C -0.3847 1.7563 -3.5629 -0.918
As -0.0643 1.9298 -1.6646 1.009
C -0.6680 3.7198 -1.2175 -0.928
C 1.8743 1.9187 -1.5031 -0.356
C 2.6265 2.1930 -2.6430 -0.195
C 4.0033 2.3386 -2.5515 -0.164
C 4.6423 2.1909 -1.3315 -0.173
C 3.9103 1.8278 -0.2117 -0.139
C 2.5334 1.6668 -0.2907 -0.364
As 1.5943 0.7891 1.1574 0.960
C 1.7751 2.0623 2.6158 -0.910
C 2.8083 -0.6362 1.6632 -0.919
H 0.0063 0.8082 -3.9257 0.262
H 0.0989 2.5942 -4.0603 0.259
H -1.4561 1.8033 -3.7488 0.264
H -0.0311 4.4598 -1.7002 0.264
H -0.6270 3.8641 -0.1388 0.241
H -1.6941 3.8367 -1.5632 0.261
H 2.1606 2.3373 -3.6067 0.227
H 4.5742 2.5745 -3.4389 0.248
H 5.7127 2.3208 -1.2588 0.248
H 4.4310 1.6337 0.7188 0.220
H 2.8429 2.2415 2.7453 0.251
H 1.3525 1.6582 3.5319 0.253
H 1.2811 2.9962 2.3576 0.248
H 3.6672 -0.2226 2.1891 0.252
H 3.1417 -1.1543 0.7659 0.255
H 2.2912 -1.3360 2.3153 0.260
O -2.0356 -1.3912 0.5893 -0.852
C -1.9229 -2.1473 1.6827 0.346
C -1.9205 -3.5367 1.5582 -0.260
C -1.9447 -4.3363 2.6863 -0.141
C -1.9554 -3.7757 3.9567 -0.234
C -1.9208 -2.4075 4.0927 -0.156
C -1.8835 -1.5695 2.9688 -0.178
C -1.7731 -0.1252 3.1240 0.417
N -1.6637 0.8167 2.1747 -0.631
C -1.5964 2.0443 2.8117 -0.103
C -1.6650 1.8552 4.1454 -0.049
N -1.7601 0.4954 4.3208 -0.489
H -1.9461 -3.9660 0.5663 0.229
H -1.9685 -5.4124 2.5763 0.236
H -1.9849 -4.4071 4.8325 0.239
H -1.9307 -1.9932 5.0937 0.200
H -1.5921 2.9723 2.2663 0.226
H -1.6902 2.5458 4.9683 0.255
H -1.8272 0.0265 5.2101 0.444
N -1.7959 -4.3939 -6.1556 -0.179
C -1.6586 -3.7101 -5.2454 0.217
C -1.4797 -2.8491 -4.1141 -0.077
C -2.4790 -1.9539 -3.7401 -0.179
C -2.2515 -1.1379 -2.6478 0.045
N -1.1234 -1.1679 -1.9389 -0.497
C -0.1753 -2.0374 -2.2950 0.049
C -0.3015 -2.8942 -3.3723 -0.193
H -3.4109 -1.9004 -4.2835 0.261
H -3.0185 -0.4422 -2.3235 0.211
H 0.7255 -2.0594 -1.6913 0.204
H 0.4912 -3.5821 -3.6269 0.260

=====

69
Properties=species:S:1:pos:R:3:nbo_charge:R:1 method="wB97M-V/def2-TZVPD" lumo_energy_ev=-3.89 gap_ha=0.2859 total_charge=+1
C -0.7910 -0.0129 -3.1846 -0.664
C -0.8121 -0.7878 -1.8775 -0.070
O 0.2362 -1.7746 -1.7504 -0.721
B 1.4494 -1.4073 -2.2535 1.123
O 2.1012 -2.2279 -3.1054 -0.851
C 2.2213 -0.0499 -1.8858 -0.107
C 1.8590 0.7808 -0.8097 -0.113
C 2.4983 1.9290 -0.5459 -0.209
C 3.5485 2.2684 -1.3800 0.002
P 4.5631 3.7970 -1.2678 0.772
C 3.5532 5.0103 -2.2245 -0.918
C 4.4778 4.4133 0.4581 -0.936
N 3.8419 1.4114 -2.3309 -0.242
N 3.2482 0.2792 -2.6358 -0.106
H -1.7827 0.4219 -3.2992 0.239
H -0.1175 0.8389 -3.1229 0.207
H -0.6260 -0.6235 -4.0676 0.231
H -0.8340 -0.1396 -1.0055 0.181
H -1.7505 -1.3318 -1.8366 0.198
H 1.7354 -3.1174 -3.0170 0.508
H 1.0447 0.4856 -0.1664 0.248
H 2.2219 2.5892 0.2600 0.255
H 3.7493 4.8810 -3.2837 0.248
H 2.4856 4.8752 -2.0549 0.235
H 3.8351 6.0132 -1.9179 0.257
H 3.4652 4.7520 0.6828 0.227
H 4.7971 3.6430 1.1573 0.263
H 5.1409 5.2710 0.4936 0.264
H 4.6421 1.6523 -2.9164 0.435
Br -2.5385 3.1876 -5.3091 -0.003
C -3.1972 3.9113 -3.6282 -0.455
C -2.1567 4.7544 -2.9434 -0.430
Br -0.7868 3.6469 -2.1092 -0.052
H -3.5159 3.0668 -3.0259 0.231
H -4.0626 4.5157 -3.8901 0.241
H -2.6002 5.3248 -2.1304 0.236
H -1.6433 5.4301 -3.6190 0.237
Br -1.3887 -6.0305 1.6590 -0.012
C -2.7071 -5.2675 0.4511 -0.460
C -2.1932 -4.0156 -0.2089 -0.438
Br -2.2217 -2.5011 1.0153 -0.037
H -3.6067 -5.0993 1.0356 0.249
H -2.8989 -6.0378 -0.2928 0.234
H -2.8404 -3.7293 -1.0359 0.227
H -1.1723 -4.1072 -0.5654 0.233
Br 5.0813 -1.3967 -0.1629 -0.021
C 5.2593 -1.1037 1.7533 -0.447
C 4.8888 0.3036 2.1328 -0.444
Br 6.2970 1.5695 1.6697 -0.004
H 6.2810 -1.3561 2.0167 0.243
H 4.5796 -1.8150 2.2172 0.239
H 4.7712 0.3894 3.2108 0.241
H 3.9818 0.6450 1.6437 0.215
Br -2.0004 3.2686 4.0144 -0.004
C -2.5894 1.4619 3.6008 -0.456
C -1.4264 0.5182 3.4691 -0.423
Br -0.5001 0.7640 1.7698 -0.057
H -3.1855 1.5238 2.6962 0.235
H -3.2237 1.1644 4.4327 0.242
H -1.7689 -0.5152 3.4603 0.239
H -0.6841 0.6446 4.2498 0.237
Br -5.9337 -6.9374 1.9568 -0.017
C -5.7126 -6.6335 3.8669 -0.447
C -5.9884 -5.2003 4.2333 -0.446
Br -4.5078 -4.0467 3.7199 -0.022
H -4.7042 -6.9453 4.1190 0.236
H -6.4279 -7.2955 4.3496 0.235
H -6.0811 -5.0926 5.3117 0.233
H -6.8774 -4.8047 3.7536 0.234

=====

11
Properties=species:S:1:pos:R:3:nbo_charge:R:1 method="wB97M-V/def2-TZVPD" lumo_energy_ev="-1.93 / -0.99" gap_ha="0.2797 / 0.2837" total_charge=0 de_lowest_kcal_mol=87.3
C 1.1634 -0.1098 -1.2936 -0.496
N 0.3903 0.9403 -0.8611 -0.495
O -2.1644 0.2410 0.7546 -0.991
P -0.8218 -0.2346 1.5646 1.104
S -0.9288 0.2145 3.4691 -0.388
Cl -0.6815 -2.1350 1.1201 -0.221
H 1.1171 -0.0873 -2.4856 0.216
H 2.2103 -0.1501 -1.1928 0.188
H 0.7967 -1.1988 -1.0284 0.228
H 0.9483 1.5274 -0.1990 0.325
H -2.0297 0.9925 0.1522 0.530

=====

32
Properties=species:S:1:pos:R:3:nbo_charge:R:1 method="wB97M-V/def2-TZVPD" lumo_energy_ev="-7.22 / -10.55" gap_ha="0.3034 / 0.1822" total_charge=+2 spin_multiplicity=5
Ir 0.1683 0.0378 0.0549 1.085
C 3.7143 -1.8924 -3.7290 -0.652
C 2.2860 -1.7550 -3.3646 -0.006
C 1.2546 -2.2476 -4.1735 -0.088
C -0.0666 -2.0945 -3.7893 -0.239
C -0.3243 -1.4456 -2.5927 0.147
Br -2.0759 -1.1549 -1.9244 0.160
N 0.6401 -0.9644 -1.7989 -0.620
C 1.9070 -1.1159 -2.1759 0.082
H 3.8334 -2.4101 -4.6765 0.248
H 4.2654 -2.4415 -2.9655 0.248
H 4.1973 -0.9183 -3.8063 0.248
H 1.4907 -2.7496 -5.1020 0.256
H -0.8768 -2.4662 -4.3970 0.271
H 2.6760 -0.7217 -1.5241 0.208
Br 2.2496 0.8804 1.4129 0.232
C 1.1098 1.5892 2.7894 0.051
C 1.7554 2.2029 3.8489 -0.215
C 1.0140 2.7441 4.8894 -0.125
C -0.3653 2.6638 4.8556 0.002
C -1.0352 2.0420 3.7832 -0.141
C -2.4429 1.9720 3.7704 -0.006
C -3.1106 1.3643 2.7233 -0.154
C -2.3887 0.8125 1.6652 -0.177
C -0.9936 0.8448 1.6110 -0.274
C -0.2940 1.4733 2.6930 -0.075
H 2.8319 2.2604 3.8660 0.265
H 1.5146 3.2220 5.7147 0.266
H -0.9459 3.0837 5.6633 0.251
H -2.9980 2.4019 4.5941 0.249
H -4.1900 1.3162 2.7235 0.261
H -2.9457 0.3451 0.8635 0.241

=====

15
Properties=species:S:1:pos:R:3:nbo_charge:R:1 method="wB97M-V/def2-TZVPD" lumo_energy_ev=-3.12 gap_ha=0.4338 total_charge=+1 de_lowest_kcal_mol=15.7
C 0.4968 1.4965 -0.6498 -0.069
C -0.5025 1.9366 -1.3895 -0.335
N 0.4914 0.1236 -0.1053 -0.707
H 1.2366 2.1424 -0.2079 0.228
H -0.8012 2.9743 -1.4210 0.250
H -1.1748 1.2396 -1.8807 0.211
H 1.3969 -0.3300 -0.2044 0.435
H -0.2145 -0.3866 -0.6524 0.469
H 0.2371 0.1691 0.8949 0.481
H 1.4485 -0.7658 3.0700 0.504
H 0.0736 -0.2207 3.2749 0.499
O 0.6920 -0.4445 2.5614 -0.977
H -1.8847 -2.4989 -1.2828 0.498
H -0.5201 -3.1404 -0.9632 0.496
O -0.9752 -2.2953 -1.0443 -0.981

=====

How do the records compare in E? In the order shown, they have -694.30759 -5924.28523 -27073.06111 -1370.76747 -5923.29375 -287.17125 Ha.